# C5H9NO4

A 2-piece molecular cluster, C5H9NO4 overall (the ωB97M-V functional and the def2-TZVPD basis, the Open Molecules 2025 dataset).

Values from the calculation:
Highest occupied orbital energy (spin up / spin down) in eV: -9.46 / -9.36

```
19
Properties=species:S:1:pos:R:3:forces:R:3:lowdin_charge:R:1
H -0.473886 -5.452426 4.472874 -0.71 0.30 -0.32 0.092
C 1.124913 -5.498822 0.575912 0.23 0.43 -0.34 -0.273
H 2.119748 -5.111949 0.885775 -0.42 -0.05 -0.07 0.118
H 1.620394 -3.407261 2.118716 0.19 0.93 0.47 0.112
O 0.088730 -2.113152 1.692941 -0.98 -1.36 -1.87 0.014
N -0.117208 0.023826 1.511617 0.29 1.70 0.19 -0.244
O 0.995902 0.476356 1.634827 -1.98 -0.15 -0.10 0.092
H -1.024241 -3.779622 4.323803 -0.06 -0.26 -0.11 0.067
O 1.289609 -6.751346 -0.068488 0.54 -0.26 -0.84 -0.088
C -0.961103 -4.730730 3.777009 -0.13 -0.20 0.85 -0.078
C -0.062672 -4.585023 2.583877 -0.62 1.40 -0.55 -0.240
H 1.867067 -6.660469 -0.870577 -0.87 0.08 1.28 0.111
H -2.011895 -5.026749 3.552843 0.86 -0.02 0.05 0.092
H -0.174779 -6.615000 2.062239 0.29 0.62 -0.42 0.133
C 0.592278 -3.116722 2.403128 0.43 -2.82 0.04 -0.241
O -1.242307 0.431315 1.602775 1.63 -0.06 -0.01 0.108
H 0.687827 -4.770694 -0.136694 0.19 -0.19 0.32 0.128
H 0.426191 -2.595096 3.345759 0.86 -0.33 1.25 0.141
C 0.224841 -5.618539 1.786494 0.26 0.23 0.19 -0.043
```
Positions in Å, forces in eV/Å.

# C5H9NO4

One molecule with the formula C5H9NO4 (the ωB97M-V functional and the def2-TZVPD basis, the Open Molecules 2025 dataset).

Values from the calculation:
Spin multiplicity: 3
Expectation value of S²: 2.007
Highest occupied orbital energy (spin up / spin down) in eV: -6.13 / -10.11

```
19
Properties=species:S:1:pos:R:3:forces:R:3:mulliken_spin:R:1
H -1.449222 -1.431797 -1.674238 0.08 0.44 0.67 0.015
C 1.137393 -0.036466 -1.019130 -0.74 0.91 3.78 -0.003
H 0.423044 2.582703 0.536554 -1.51 -0.41 -1.17 -0.001
O 2.419470 0.117797 -0.801628 1.60 -0.10 -0.33 0.013
C -0.417323 2.222861 -0.199317 3.03 -0.06 1.75 0.009
H -2.544746 -1.226895 -0.091249 1.41 -0.08 -1.41 0.045
H -1.243616 2.898200 -0.085514 -0.46 -0.04 -0.28 0.000
C 0.218090 -0.015874 0.310265 1.19 -1.54 -0.62 0.188
O -0.804026 0.897654 0.218665 -0.04 0.74 -0.10 0.023
O -0.073499 -2.241582 1.170582 1.33 -3.52 3.25 0.887
H 0.082464 2.216304 -1.180630 -0.73 0.03 0.07 -0.002
N 1.105195 0.133695 1.483623 -2.05 -1.51 2.86 0.003
H 1.375461 -0.882203 1.812734 -0.34 2.51 -1.07 0.002
O 0.668306 -0.107864 -2.080304 -1.28 -0.47 -3.20 0.038
H 0.366467 0.339795 2.276666 2.01 -0.06 -1.73 0.001
H -1.837064 -2.697263 -0.534212 -0.03 -1.55 -0.19 0.003
C -0.445498 -1.429016 0.352962 -1.53 3.95 -4.31 0.669
C -1.603029 -1.673735 -0.613044 -1.56 0.79 1.62 0.111
H 2.622134 0.333687 0.117215 -0.36 -0.02 0.39 -0.002
```
Positions in Å, forces in eV/Å.

# C5H9NO5

A 2-piece molecular cluster, C5H9NO5 overall (the ωB97M-V functional and the def2-TZVPD basis, the Open Molecules 2025 dataset).

Values from the calculation:
Highest occupied orbital energy (spin up / spin down) in eV: -10.17 / -10.39

```
20
Properties=species:S:1:pos:R:3:forces:R:3:lowdin_charge:R:1
H 0.948188 -2.836094 -0.423258 -0.38 0.02 0.27 0.093
C 0.839156 -0.075693 -0.643680 -0.65 -1.79 -1.00 -0.256
C -0.364766 -1.151794 -0.504235 -1.55 -0.91 -1.66 -0.328
H -0.682059 -3.167409 0.314272 0.36 0.49 -0.16 0.097
C -2.756414 1.229107 0.857786 -0.26 -0.43 0.68 0.024
H 1.661256 -0.688712 -1.102604 -0.36 0.45 0.36 0.130
O 5.230479 1.735599 0.706200 -2.52 -0.30 0.13 0.077
H -2.628480 0.748265 1.828669 -0.06 0.04 -0.12 0.089
C 0.110383 -2.414691 0.155457 0.54 0.30 0.54 -0.035
H -3.787668 1.111282 0.544163 -0.30 -0.01 0.02 0.090
H -0.877813 -1.331328 -1.464719 1.26 0.06 -0.39 0.158
O -1.490074 -0.682476 0.239421 0.42 1.84 0.18 -0.003
O -1.714730 1.051803 -1.266087 0.24 -0.76 0.48 0.101
N 4.131697 2.001696 0.278161 3.10 2.95 -3.28 -0.105
H 0.496456 -2.022263 1.110225 -0.05 -0.90 -0.05 0.090
C -1.919688 0.558506 -0.182626 -0.37 0.28 0.10 -0.500
O 0.973695 0.170452 0.655618 0.60 1.22 0.15 0.030
H 0.475365 0.679335 -1.372922 0.31 0.11 0.93 0.120
O 3.932982 2.789812 -0.696264 -0.61 -2.67 3.16 0.034
H -2.577968 2.294601 0.966422 0.29 -0.01 -0.34 0.093
```
Positions in Å, forces in eV/Å.

# C5H9NO5S

One molecule with the formula C5H9NO5S (the ωB97M-V functional and the def2-TZVPD basis, the Open Molecules 2025 dataset).

Values from the calculation:
Highest occupied orbital energy in eV: -10.17

```
21
Properties=species:S:1:pos:R:3:forces:R:3:lowdin_charge:R:1
H 2.133865 0.591932 -1.348572 0.21 -0.05 -0.27 0.117
H 0.022750 1.908184 0.324326 -0.20 0.02 0.16 0.104
H 1.896330 -1.092489 0.202717 0.20 -0.06 0.32 0.113
H 1.559251 2.510620 -0.214186 0.32 0.26 0.10 0.124
H 0.445316 0.724510 -1.736970 -0.38 0.07 -0.22 0.101
H 0.982392 -1.565213 -1.181830 -0.02 -0.25 -0.20 0.128
S 0.707331 0.422572 2.406841 0.57 -0.40 -0.26 0.934
H -2.323394 -0.997318 0.304732 -0.21 -0.02 0.25 0.125
C 1.000433 -0.863547 -0.354946 -0.29 0.06 -0.48 -0.145
O 0.063565 1.471609 3.119499 -0.64 0.77 0.84 -0.370
C 1.133470 0.535720 -0.931856 0.62 0.08 0.26 -0.158
O -1.575520 -0.766888 -1.585146 0.17 -0.51 0.02 -0.130
N -2.558371 0.278817 -1.635182 -0.17 0.50 -0.36 0.010
C -1.509257 -1.389481 -0.295468 -0.18 0.70 0.27 -0.137
O -0.530702 -0.124602 1.469956 0.67 0.14 -0.48 -0.311
C -0.227309 -1.146928 0.486471 -0.06 -0.27 0.18 -0.330
O 1.688761 1.159204 1.322959 -0.50 -0.42 -0.10 -0.329
H -1.696099 -2.446072 -0.414898 0.16 -0.34 -0.32 0.127
C 1.046911 1.622144 0.120352 -0.26 0.07 -0.19 -0.220
H -0.037759 -2.074150 1.022958 0.01 -0.16 0.27 0.143
O -2.221963 1.241378 -1.081756 -0.02 -0.22 0.19 0.104
```
Positions in Å, forces in eV/Å.

# C5H9NOS

C5H9NOS as an isolated structure (the ωB97M-V functional and the def2-TZVPD basis, the Open Molecules 2025 dataset).

Values from the calculation:
Highest occupied orbital energy in eV: -8.53

```
17
Properties=species:S:1:pos:R:3:forces:R:3:lowdin_charge:R:1
C 1.172824 -0.923025 -0.761140 6.24 -0.63 -2.19 -0.451
H 0.221711 1.566677 1.434957 0.12 2.95 0.87 0.046
C -0.792176 0.477601 -0.039449 -2.03 0.48 0.25 -0.494
H -0.584174 2.438999 -1.115984 -2.71 -2.95 1.49 0.144
H -2.231144 -0.441818 1.527642 0.61 -0.05 -0.27 0.124
H -2.274842 2.198813 -0.333596 3.65 -2.27 -1.15 0.147
H 1.641080 -0.699226 -1.855239 -1.35 -0.94 2.39 0.135
H -2.737064 -0.653798 -0.123164 0.24 -0.19 -0.59 0.114
C 0.301628 0.640386 1.016593 -1.32 -0.83 1.18 -0.467
H 0.098043 0.001237 1.906142 0.42 -0.19 -0.87 0.110
O -0.829099 -1.611394 0.320471 -1.35 1.17 0.21 -0.090
H 1.588673 -1.924838 -0.382146 -0.97 1.33 -0.70 0.123
H -0.662679 -1.191535 -1.698962 0.48 1.65 1.76 0.196
N -1.361755 1.639146 -0.788154 0.48 3.28 0.14 0.014
C -0.209451 -0.756413 -0.677081 -4.79 -3.33 -4.04 -0.460
C -1.848620 -0.538680 0.493128 0.74 -0.05 1.00 -0.086
S 1.835015 0.420212 0.212585 1.55 0.57 0.52 0.895
```
Positions in Å, forces in eV/Å.

# C5H9NOS

One molecule with the formula C5H9NOS (the ωB97M-V functional and the def2-TZVPD basis, the Open Molecules 2025 dataset).

Values from the calculation:
Highest occupied orbital energy in eV: -9.18

```
17
Properties=species:S:1:pos:R:3:forces:R:3:lowdin_charge:R:1
H -0.753975 1.413196 -1.698442 1.44 0.59 2.13 -0.021
H -1.314582 1.113808 1.725261 0.97 -1.09 0.47 0.067
S 0.022440 1.759819 -0.479979 -1.03 -0.57 -2.22 0.766
H -1.370823 -2.212529 0.810694 -1.41 -1.56 0.55 0.115
C -0.541012 -0.899637 -0.688571 1.18 -0.66 0.94 -0.574
O -0.885374 -1.095418 -1.799086 -1.10 -0.38 -1.82 0.100
C 2.004969 -0.325172 -0.606848 -1.22 2.56 -0.76 -0.058
N -0.792726 -1.498674 0.515557 2.33 2.88 -0.24 0.172
H 0.177115 0.995773 2.752037 -0.88 -0.67 -0.55 0.101
C 0.520050 0.048928 -0.137602 0.90 -0.16 0.37 -0.677
H 2.184122 -1.356138 -0.415976 0.28 -0.84 0.06 0.061
C -0.604177 0.366543 2.219525 -1.04 2.65 0.87 -0.122
H 2.791690 0.331326 -0.140776 -0.95 -0.70 -0.10 0.086
H 0.948422 -0.974150 1.857138 -0.96 -0.02 -1.19 0.155
H -1.214229 -0.115287 3.004293 0.51 -0.24 -0.38 0.079
C 0.082655 -0.528854 1.260053 1.02 -1.14 0.69 -0.343
H 2.050386 -0.069895 -1.710136 -0.04 -0.65 1.18 0.093
```
Positions in Å, forces in eV/Å.

Relative energy (zero: lowest compared OMol25 entry of this formula, charge and spin) values, unit kcal per mole, following the record order: 211.0; 0.0; 137.4; 57.3; 87.6; 30.5.